{
  "formula": "C22H20F3LiN7S2",
  "method": "ωB97M-V with the def2-TZVPD basis set",
  "lumo_ev": 2.604,
  "energy_ev": -63601.3258,
  "charge": -1,
  "max_force_ev_per_a": 0.49,
  "homo_ha": -0.15229,
  "homo_lumo_gap_ev": 6.75,
  "relative_energy_kcal_mol": 5.45,
  "elements": ["Li", "N", "C", "S", "N", "N", "C", "C", "C", "C", "C", "C", "C", "C", "C", "C", "C", "C", "N", "H", "H", "H", "H", "H", "H", "H", "H", "H", "H", "H", "F", "C", "F", "F", "C", "C", "C", "C", "N", "C", "S", "H", "H", "H", "C", "N", "C", "C", "N", "H", "H", "H", "H", "H", "H"],
  "positions_angstrom": [[-1.22, 0.60, 0.32], [0.24, 3.79, 3.11], [-0.36, 2.69, 2.56], [-1.87, 2.86, 1.79], [0.37, 1.58, 2.72], [-0.17, 0.53, 2.09], [0.35, -0.63, 2.27], [1.55, -0.88, 3.12], [1.51, -1.79, 4.17], [2.63, -2.02, 4.96], [3.81, -1.35, 4.71], [3.87, -0.43, 3.66], [2.74, -0.19, 2.88], [-0.31, -1.75, 1.56], [0.28, -3.01, 1.47], [-0.40, -4.03, 0.83], [-1.65, -3.78, 0.29], [-2.14, -2.49, 0.38], [-1.50, -1.50, 0.99], [-0.37, 4.57, 3.27], [0.97, 3.61, 3.78], [0.58, -2.31, 4.38], [2.57, -2.73, 5.78], [4.69, -1.54, 5.31], [4.79, 0.10, 3.46], [2.77, 0.53, 2.08], [1.26, -3.19, 1.90], [0.05, -5.01, 0.74], [-2.22, -4.54, -0.23], [-3.09, -2.23, -0.07], [-4.86, 0.76, -5.22], [-3.85, 0.14, -4.55], [-2.92, -0.13, -5.49], [-4.35, -1.03, -4.14], [-3.34, 1.01, -3.44], [-3.73, 2.34, -3.43], [-3.31, 3.18, -2.41], [-2.58, 2.60, -1.38], [-2.18, 1.33, -1.37], [-2.46, 0.51, -2.43], [-1.70, -1.02, -2.54], [-4.35, 2.72, -4.23], [-3.58, 4.22, -2.38], [-2.30, 3.19, -0.51], [1.63, -0.16, -3.75], [2.14, 0.64, -2.64], [3.57, 0.84, -2.54], [1.39, 0.80, -1.55], [0.73, 0.96, -0.61], [1.79, 0.37, -4.69], [0.56, -0.34, -3.61], [2.15, -1.13, -3.80], [3.93, 1.34, -3.44], [4.10, -0.11, -2.43], [3.80, 1.47, -1.68]]
}

{
  "formula": "C4H8N2O",
  "method": "ωB97M-V with the def2-TZVPD basis set",
  "lumo_ev": 0.866,
  "energy_ev": -9302.7683,
  "max_force_ev_per_a": 0.68,
  "homo_ha": -0.30079,
  "homo_lumo_gap_ev": 9.05,
  "relative_energy_kcal_mol": 83.59,
  "elements": ["C", "N", "C", "C", "O", "C", "N", "H", "H", "H", "H", "H", "H", "H", "H"],
  "positions_angstrom": [[-2.18, 1.27, 0.26], [-0.78, 0.84, 0.25], [-0.58, -0.44, -0.32], [2.37, 0.00, -0.67], [2.98, -0.99, -0.32], [0.02, -1.45, 0.29], [0.61, -2.38, 0.85], [-2.55, 1.30, -0.77], [-2.84, 0.60, 0.83], [-2.24, 2.28, 0.67], [-0.40, 0.88, 1.19], [-0.92, -0.58, -1.34], [2.03, 0.77, 0.04], [2.14, 0.20, -1.73], [1.63, -2.32, 0.72]]
}

{
  "formula": "C12H20Br8Cl12",
  "method": "ωB97M-V with the def2-TZVPD basis set",
  "lumo_ev": 0.126,
  "energy_ev": -723377.3980,
  "max_force_ev_per_a": 2.62,
  "homo_ha": -0.36468,
  "homo_lumo_gap_ev": 10.05,
  "relative_energy_kcal_mol": 12.20,
  "elements": ["Br", "C", "C", "Br", "H", "H", "H", "H", "Br", "C", "C", "Br", "H", "H", "H", "H", "Br", "C", "C", "Br", "H", "H", "H", "H", "Br", "C", "C", "Br", "H", "H", "H", "H", "C", "Cl", "Cl", "Cl", "H", "C", "Cl", "Cl", "Cl", "H", "C", "Cl", "Cl", "Cl", "H", "C", "Cl", "Cl", "Cl", "H"],
  "positions_angstrom": [[-0.91, -0.70, -0.10], [0.54, 0.07, 0.95], [0.60, -0.56, 2.32], [2.09, 0.25, 3.30], [0.31, 1.13, 1.01], [1.45, -0.16, 0.41], [0.80, -1.63, 2.33], [-0.33, -0.38, 2.85], [3.35, -1.30, -2.30], [1.95, -0.15, -3.07], [1.19, -0.95, -4.10], [-0.35, 0.03, -4.75], [2.50, 0.65, -3.56], [1.34, 0.26, -2.28], [0.84, -1.90, -3.72], [1.82, -1.08, -4.97], [-3.38, 0.84, 2.04], [-3.72, -1.07, 2.45], [-3.90, -1.27, 3.92], [-4.02, -3.19, 4.32], [-2.89, -1.61, 2.01], [-4.62, -1.27, 1.87], [-4.81, -0.83, 4.31], [-3.10, -0.90, 4.56], [5.48, 3.55, 1.79], [5.44, 3.64, -0.18], [4.05, 3.80, -0.73], [2.94, 2.23, -0.24], [5.88, 2.73, -0.58], [6.07, 4.48, -0.47], [4.07, 3.82, -1.81], [3.53, 4.65, -0.29], [2.97, -4.70, 0.19], [1.65, -3.53, 0.35], [2.37, -6.27, 0.75], [4.44, -4.13, 1.02], [3.26, -4.80, -0.84], [-1.03, 4.05, 1.20], [-0.61, 3.43, -0.38], [-0.50, 2.91, 2.48], [-2.77, 4.35, 1.34], [-0.56, 5.00, 1.39], [-3.80, 1.30, -0.79], [-4.71, -0.13, -0.30], [-4.81, 2.71, -0.55], [-3.31, 1.16, -2.52], [-2.89, 1.31, -0.19], [-2.78, -3.10, -1.98], [-1.19, -3.83, -2.30], [-3.96, -4.29, -1.47], [-3.30, -2.28, -3.48], [-2.72, -2.32, -1.24]]
}

{
  "formula": "C6H8N2O",
  "method": "ωB97M-V with the def2-TZVPD basis set",
  "lumo_ev": 0.842,
  "energy_ev": -11377.9348,
  "max_force_ev_per_a": 7.44,
  "homo_ha": -0.31812,
  "homo_lumo_gap_ev": 9.50,
  "relative_energy_kcal_mol": 32.56,
  "elements": ["C", "C", "C", "C", "C", "C", "H", "H", "H", "H", "H", "H", "H", "H", "N", "N", "O"],
  "positions_angstrom": [[-0.30, -2.07, 1.70], [-0.22, -1.47, 0.40], [-0.04, 0.03, 0.39], [-0.01, 2.10, 0.91], [0.28, 2.10, -0.47], [0.35, 0.23, -2.12], [-0.37, -3.22, 1.65], [0.54, -1.89, 2.23], [-1.23, -1.68, 2.17], [-0.11, 3.05, 1.48], [0.29, 2.74, -1.19], [0.58, 1.03, -2.69], [1.12, -0.42, -1.99], [-0.66, -0.22, -2.48], [-0.23, 0.84, 1.42], [0.18, 0.84, -0.76], [-0.18, -2.00, -0.66]]
}